No. 1
Below is C21H43N2OOsP3S as an isolated structure at a distorted geometry, with properties calculated with wB97M-V/def2-TZVPD.

Computed properties:
Relative energy (zero: lowest compared OMol25 entry of this formula, charge and spin) in kcal/mol: 20.0
Multiplicity: 5
Orbital gap (alpha / beta) in eV: 5.866 / 5.573
⟨S²⟩: 6.04
Total charge: +4

Last column: Löwdin charge in e.
Cartesian coordinates (Å):
1 Os -0.478 -0.067 -0.081  0.844
2 P -2.203 -1.555 0.016  0.629
3 P 0.782 -0.569 1.786  0.621
4 P 0.836 -1.125 -1.628  0.669
5 H -2.126 2.793 -0.788  0.107
6 C -1.241 2.225 -0.447  -0.457
7 C -1.092 1.095 -1.445  -0.504
8 H -2.065 0.833 -1.881  0.089
9 C -3.738 -0.885 0.762  -0.244
10 C -1.924 -3.096 0.970  -0.214
11 C -2.786 -2.159 -1.612  -0.214
12 C 2.174 0.601 1.896  -0.230
13 C -0.092 -0.426 3.384  -0.221
14 C 1.568 -2.217 1.920  -0.216
15 C 0.346 -0.986 -3.391  -0.214
16 C 1.124 -2.926 -1.486  -0.193
17 C 2.509 -0.379 -1.620  -0.235
18 H -0.392 2.922 -0.438  0.090
19 H -0.419 1.398 -2.251  0.044
20 H -4.141 -0.084 0.130  0.061
21 H -3.533 -0.477 1.760  0.030
22 H -4.484 -1.688 0.848  0.079
23 H -1.598 -2.856 1.991  0.050
24 H -1.164 -3.723 0.487  0.042
25 H -2.868 -3.657 1.024  0.084
26 H -2.901 -1.319 -2.307  0.046
27 H -3.762 -2.648 -1.486  0.083
28 H -2.079 -2.882 -2.038  0.055
29 H 2.928 0.194 2.583  0.084
30 H 1.824 1.571 2.269  0.021
31 H 2.629 0.746 0.908  0.029
32 H 0.210 -1.259 4.034  0.074
33 H -1.179 -0.465 3.242  0.030
34 H 0.163 0.518 3.879  0.058
35 H 2.486 -2.259 1.321  0.057
36 H 0.884 -3.008 1.589  0.039
37 H 1.821 -2.394 2.975  0.079
38 H 0.942 -1.692 -3.988  0.075
39 H 0.512 0.032 -3.767  0.032
40 H -0.716 -1.231 -3.520  0.054
41 H 1.419 -3.310 -2.473  0.079
42 H 0.211 -3.446 -1.170  0.035
43 H 1.925 -3.133 -0.767  0.055
44 H 3.043 -0.668 -2.536  0.072
45 H 3.082 -0.716 -0.747  0.049
46 H 2.425 0.716 -1.592  0.047
47 C -0.350 2.489 -5.380  -0.342
48 C 0.783 3.439 -5.014  -0.048
49 C 2.059 2.847 -5.449  0.083
50 C 2.105 2.085 -6.590  0.054
51 C 0.917 1.608 -7.221  0.074
52 C -0.316 1.803 -6.638  0.132
53 O -1.108 2.353 -4.410  0.104
54 H 0.502 3.427 -3.947  0.138
55 H 0.588 4.427 -5.474  0.193
56 H 2.958 3.163 -4.921  0.152
57 H 3.066 1.806 -7.035  0.155
58 H 0.989 1.066 -8.165  0.156
59 H -1.239 1.360 -7.001  0.162
60 C -2.729 3.017 3.981  0.016
61 N -1.402 3.347 3.474  -0.093
62 C -0.439 4.113 4.114  0.042
63 C 0.649 4.147 3.314  0.019
64 N 0.341 3.384 2.194  0.097
65 C -0.919 2.895 2.306  -0.558
66 S -1.891 1.905 1.306  1.011
67 H -2.814 1.945 4.201  0.108
68 H -2.881 3.584 4.901  0.123
69 H -3.499 3.290 3.251  0.109
70 H -0.641 4.550 5.074  0.158
71 H 1.599 4.631 3.440  0.150
72 H 0.945 3.216 1.395  0.156

No. 2
Below is a 4-piece molecular cluster, C9H11NO3 overall at a distorted geometry, with properties calculated with wB97M-V/def2-TZVPD.

Computed properties:
Relative energy (zero: lowest compared OMol25 entry of this formula, charge and spin) in kcal/mol: 301.8
Orbital gap in eV: 6.848

Last column: Löwdin charge in e.
Cartesian coordinates (Å):
1 C 1.169 0.049 -1.406  -0.339
2 C 2.050 0.636 -2.545  -0.507
3 C 0.453 1.196 -0.497  -0.143
4 C -0.461 0.535 0.484  -0.244
5 C -1.846 1.038 0.714  -0.055
6 C 0.019 -0.593 1.335  -0.067
7 C -2.673 0.437 1.675  -0.106
8 C -0.934 -1.491 2.043  -0.020
9 C -2.288 -0.731 2.325  -0.383
10 H 2.650 -0.650 -0.287  0.084
11 H 2.790 -1.773 -1.789  0.241
12 H 0.238 -0.473 -1.951  0.177
13 H 0.028 2.165 -1.017  0.148
14 H 1.256 1.807 0.092  0.137
15 H -2.257 1.930 0.055  0.140
16 H 1.087 -1.116 1.321  0.108
17 H -3.824 0.978 2.022  0.199
18 H -0.463 -2.482 2.576  0.133
19 H -2.765 -2.825 3.024  0.351
20 H 4.021 -0.189 -1.888  0.293
21 N 1.720 -1.209 -0.718  -0.041
22 O 1.438 1.603 -3.012  0.057
23 O -3.231 -1.317 3.170  -0.125
24 O 3.327 0.294 -2.896  -0.038

No. 3
Below is C25H41N3P2Pd as an isolated structure at a distorted geometry, with properties calculated with wB97M-V/def2-TZVPD.

Computed properties:
Relative energy (zero: lowest compared OMol25 entry of this formula, charge and spin) in kcal/mol: 0.0
Multiplicity: 5
Orbital gap (alpha / beta) in eV: 7.185 / 4.661
⟨S²⟩: 6.02
Total charge: +2

Last column: Löwdin charge in e.
Cartesian coordinates (Å):
1 Pd -1.485 -0.304 -1.705  0.803
2 C -0.342 2.920 -0.830  -0.137
3 C 0.153 2.122 -1.866  -0.143
4 C -2.182 2.250 -2.046  -0.176
5 C -1.763 3.016 -0.957  -0.134
6 C -1.001 1.574 -2.612  -0.324
7 C 0.441 3.675 0.180  0.006
8 H 1.433 3.235 0.341  0.077
9 H -0.084 3.673 1.146  0.086
10 H 0.577 4.726 -0.122  0.126
11 C -2.627 3.900 -0.138  0.021
12 H -2.262 3.985 0.892  0.098
13 H -3.665 3.551 -0.098  0.068
14 H -2.638 4.918 -0.555  0.128
15 C -3.532 2.234 -2.648  0.010
16 H -3.591 2.893 -3.532  0.127
17 H -4.290 2.569 -1.926  0.095
18 H -3.793 1.214 -2.961  0.099
19 C -0.974 1.225 -4.060  -0.028
20 H -1.197 2.123 -4.652  0.125
21 H -1.732 0.457 -4.275  0.091
22 H -0.010 0.804 -4.365  0.089
23 C 1.564 1.912 -2.237  0.012
24 H 1.697 1.897 -3.327  0.104
25 H 1.936 0.951 -1.855  0.077
26 H 2.206 2.699 -1.823  0.106
27 C 0.432 1.324 2.758  -0.094
28 C 1.706 1.732 2.632  -0.102
29 C 2.835 0.947 2.019  -0.164
30 C 2.985 -0.560 2.327  -0.160
31 C 2.432 -1.477 1.206  -0.344
32 C 1.269 -0.855 0.395  -0.352
33 C -0.036 -0.437 1.045  -0.287
34 C -0.003 -0.088 2.537  -0.171
35 H 3.788 1.433 2.305  0.129
36 H 2.588 -0.788 3.319  0.091
37 H 2.756 1.072 0.925  0.102
38 H 0.646 -0.812 3.040  0.065
39 H -0.375 1.996 3.101  0.121
40 H 1.936 2.779 2.877  0.118
41 H -1.015 -0.238 2.949  0.132
42 H -0.512 0.364 0.424  0.083
43 H 1.615 -0.109 -0.334  0.058
44 H -0.817 -1.223 0.957  0.058
45 H 4.059 -0.791 2.399  0.128
46 H 3.245 -1.669 0.484  0.132
47 P 1.735 -3.126 1.555  0.928
48 C 1.288 -3.102 3.307  -0.154
49 C 2.963 -4.455 1.485  -0.164
50 P 0.206 -2.108 -0.943  0.813
51 C 0.453 -3.492 0.365  -0.362
52 C 1.553 -2.508 -2.100  -0.217
53 C -1.324 -2.962 -1.627  -0.240
54 H 0.215 -2.899 3.465  0.080
55 H 1.903 -2.377 3.871  0.066
56 H 1.540 -4.100 3.698  0.074
57 H 2.472 -5.393 1.798  0.082
58 H 3.803 -4.252 2.166  0.083
59 H 3.337 -4.584 0.461  0.067
60 H -1.348 -3.987 -1.236  0.058
61 H -1.240 -2.946 -2.718  0.050
62 H -2.228 -2.410 -1.289  0.004
63 H -0.500 -3.709 0.876  0.088
64 H 0.735 -4.442 -0.129  0.084
65 H 1.141 -2.382 -3.111  0.053
66 H 1.903 -3.546 -1.975  0.060
67 H 2.409 -1.828 -1.972  0.051
68 N -2.962 -0.540 -0.281  0.005
69 C -3.919 -0.012 0.182  -0.310
70 N -5.014 0.291 0.759  0.106
71 C -5.477 1.510 0.939  -0.377
72 N -6.019 2.540 1.123  0.125

No. 4
Below is C29H51CdNO2SSi2 as an isolated structure at a distorted geometry, with properties calculated with wB97M-V/def2-TZVPD.

Computed properties:
Relative energy (zero: lowest compared OMol25 entry of this formula, charge and spin) in kcal/mol: 0.0
Orbital gap in eV: 7.684

Last column: Löwdin charge in e.
Cartesian coordinates (Å):
1 O 2.789 0.937 -0.298  -0.243
2 O 1.089 -0.409 -5.289  -0.169
3 C 2.613 2.312 -0.721  -0.260
4 C 3.639 3.208 -0.037  -0.077
5 H 1.562 2.609 -0.488  0.107
6 H 2.737 2.406 -1.815  0.102
7 H 3.414 3.342 1.031  0.073
8 H 3.603 4.211 -0.493  0.075
9 H 4.662 2.797 -0.135  0.083
10 C 2.977 -0.065 -1.311  -0.267
11 C 3.678 0.344 -2.597  -0.085
12 H 1.983 -0.486 -1.567  0.100
13 H 3.576 -0.871 -0.823  0.105
14 H 2.940 0.611 -3.369  0.068
15 H 4.220 -0.537 -2.972  0.079
16 H 4.419 1.154 -2.482  0.085
17 C 0.557 -1.495 -4.532  -0.292
18 C 0.158 0.649 -5.497  -0.290
19 C 1.570 -2.619 -4.447  -0.073
20 H -0.359 -1.911 -4.996  0.120
21 H 0.293 -1.157 -3.509  0.108
22 H 1.978 -2.893 -5.423  0.081
23 H 1.081 -3.502 -4.036  0.075
24 H 2.393 -2.348 -3.783  0.060
25 C 0.632 1.578 -6.604  -0.080
26 H 0.048 1.230 -4.560  0.113
27 H -0.842 0.268 -5.786  0.120
28 H 1.618 2.001 -6.395  0.075
29 H -0.067 2.410 -6.694  0.072
30 H 0.653 1.070 -7.574  0.077
31 H -1.402 1.278 -0.637  -0.009
32 Cd 0.389 -0.683 1.363  1.330
33 C -1.464 2.291 -1.029  -0.214
34 Si -3.306 2.064 -1.127  0.495
35 H -0.992 2.952 -0.308  0.029
36 H -1.029 2.410 -2.028  0.031
37 C -3.900 3.589 -2.065  -0.190
38 C -3.694 1.796 0.710  -0.179
39 C -3.328 0.266 -1.794  -0.179
40 C 2.130 -0.146 2.493  -0.406
41 Si 2.671 -1.938 2.521  0.304
42 H 1.886 0.277 3.490  -0.026
43 H 2.780 0.535 1.929  -0.049
44 C 4.528 -1.896 2.236  -0.193
45 C 1.999 -3.122 1.176  -0.237
46 C 2.005 -2.643 4.126  -0.197
47 H -2.426 -0.004 -2.363  0.020
48 H -4.182 0.049 -2.454  0.023
49 H -3.360 -0.455 -0.959  0.015
50 H -3.421 4.466 -1.606  0.034
51 H -4.979 3.755 -2.049  0.015
52 H -3.564 3.569 -3.114  0.031
53 H -2.893 2.228 1.349  0.031
54 H -3.704 0.713 0.954  0.022
55 H -4.651 2.240 1.023  0.024
56 H 2.410 -2.862 0.193  0.013
57 H 0.901 -3.189 1.091  -0.022
58 H 2.360 -4.121 1.450  0.032
59 H 2.146 -3.732 4.161  0.027
60 H 0.931 -2.428 4.250  0.025
61 H 2.556 -2.187 4.960  0.031
62 H 4.996 -2.866 2.452  0.025
63 H 4.958 -1.136 2.901  0.031
64 H 4.762 -1.625 1.194  0.021
65 S -3.391 -0.978 4.405  1.095
66 C -2.581 0.452 5.009  -0.463
67 C -2.858 1.184 6.152  -0.097
68 C -2.127 2.356 6.403  -0.082
69 C -1.130 2.772 5.495  -0.085
70 C -0.820 2.021 4.362  -0.023
71 C -1.535 0.836 4.133  -0.313
72 N -1.353 -0.038 3.072  0.014
73 C -2.240 -1.027 3.071  -0.538
74 C -2.329 -2.003 1.999  -0.304
75 C -3.406 -2.923 1.970  -0.063
76 C -3.540 -3.801 0.902  -0.090
77 C -2.647 -3.705 -0.174  -0.078
78 C -1.585 -2.756 -0.148  -0.167
79 C -1.377 -1.948 0.960  -0.234
80 H -3.636 0.829 6.822  0.106
81 H -2.343 2.938 7.302  0.102
82 H -0.593 3.701 5.696  0.102
83 H -0.057 2.307 3.631  0.110
84 H -4.127 -2.924 2.790  0.081
85 H -4.344 -4.536 0.911  0.102
86 H -2.778 -4.364 -1.031  0.096
87 H -0.929 -2.682 -1.023  0.082